(P)
Entry from the Open Molecules 2025 dataset: a gas-phase ion, C2H2N3O (charge +1) (wB97M-V/def2-TZVPD).

Results
charge	+1
multiplicity	1
HOMO	-14.62	eV
Kohn-Sham gap	7.7	eV

Each line ends with the Mulliken charge.
Element x y z (Å)
C1 0.855 0.753 0.089  -0.17
C2 -0.795 -0.955 0.099  0.61
N1 -0.213 1.378 -0.008  0.51
N2 -1.345 1.311 -0.028  -0.48
N3 0.447 -0.640 -0.092  -0.13
O1 -1.850 -1.405 0.017  -0.11
H1 1.805 0.948 0.387  0.42
H2 1.096 -1.390 -0.465  0.35

(Q)
Entry from the Open Molecules 2025 dataset: a molecular structure, C2H2N3O (wB97M-V/def2-TZVPD).

Results
charge	+1
multiplicity	1
HOMO	-16.71	eV
Kohn-Sham gap	9.0	eV

Each line ends with the Mulliken charge.
Element x y z (Å)
C1 -0.218 -1.139 0.203  0.16
C2 -0.476 0.997 -0.250  0.19
N1 1.122 -0.966 -0.049  -0.11
N2 1.549 0.166 0.092  0.16
N3 -1.019 -0.173 -0.100  -0.16
O1 0.768 1.219 0.103  -0.01
H1 -0.540 -2.194 0.615  0.37
H2 -1.187 2.088 -0.615  0.40

Which of them is least stable? Easy: (Q).

(P)
Entry from the Open Molecules 2025 dataset: 2 unconnected molecules or ions with the total composition C2H4F2OS (wB97M-V/def2-TZVPD).

Results
charge	0
multiplicity	1
HOMO	-9.32	eV
Kohn-Sham gap	9.6	eV

Each line ends with the Mulliken charge.
Element x y z (Å)
C1 0.623 -1.360 -0.974  -0.90
C2 -0.377 0.435 -0.178  0.43
O1 -0.451 1.466 2.404  -0.49
F1 -0.030 1.438 -0.969  -0.21
F2 -1.664 0.182 -0.252  -0.21
S1 0.240 0.249 1.468  0.15
H1 -0.209 -2.057 -1.201  0.29
H2 0.878 -1.066 -2.009  0.29
H3 1.465 -1.553 -0.221  0.33
H4 -0.476 2.265 1.933  0.32

(Q)
Entry from the Open Molecules 2025 dataset: a molecular structure, C2H4F2OS (wB97M-V/def2-TZVPD).

Results
charge	0
multiplicity	1
HOMO	-9.08	eV
Kohn-Sham gap	9.3	eV

Each line ends with the Mulliken charge.
Element x y z (Å)
C1 -0.467 0.524 -0.129  -0.75
C2 3.430 0.056 -0.351  0.09
O1 1.130 -1.611 0.125  -0.44
F1 3.606 1.322 0.014  -0.14
F2 3.519 -0.607 0.839  -0.22
S1 1.187 -0.207 -0.692  0.22
H1 -0.541 0.646 0.937  0.27
H2 -0.496 1.469 -0.665  0.31
H3 -1.201 -0.154 -0.549  0.29
H4 1.725 -1.614 0.888  0.37

Which of them is least stable? Easy: (Q).

(P)
Entry from the Open Molecules 2025 dataset: C10H19N3O4 in the gas phase (wB97M-V/def2-TZVPD).

Results
charge	0
multiplicity	1
HOMO	-9.60	eV
Kohn-Sham gap	10.1	eV

Each line ends with the Mulliken charge.
Element x y z (Å)
C1 3.108 1.541 1.276  -1.66
C2 2.383 0.845 0.170  1.64
C3 3.037 1.029 -1.208  -1.40
C4 2.191 -0.799 0.338  -0.30
N1 3.464 -1.566 0.301  -0.69
C5 1.161 -1.425 -0.646  0.22
O1 1.490 -2.230 -1.544  -0.70
N2 -0.167 -1.125 -0.468  0.06
C6 -0.852 -0.511 0.608  0.29
C7 -1.440 0.916 0.469  -0.83
C8 -2.458 1.115 -0.671  -0.72
C9 -3.934 0.546 -0.477  0.50
N3 -4.576 0.103 -1.587  -0.53
O2 -4.461 0.562 0.605  -0.59
C10 -2.139 -1.330 0.877  0.02
O3 -2.844 -1.816 -0.024  -0.59
O4 -2.463 -1.441 2.191  -0.47
H1 2.428 1.517 2.153  0.36
H2 4.037 1.076 1.350  0.44
H3 3.487 2.626 1.081  0.31
H4 1.350 1.227 0.140  -0.58
H5 4.182 0.824 -1.091  0.27
H6 2.822 2.140 -1.558  0.36
H7 2.485 0.424 -1.945  0.40
H8 1.893 -0.981 1.361  0.53
H9 3.376 -2.416 0.812  0.28
H10 3.632 -1.809 -0.670  0.29
H11 -0.862 -1.490 -1.173  0.32
H12 -0.151 -0.553 1.538  0.28
H13 -2.032 1.234 1.362  0.41
H14 -0.634 1.577 0.335  0.45
H15 -2.679 2.210 -0.684  0.34
H16 -2.117 0.742 -1.652  0.32
H17 -5.286 -0.631 -1.209  0.28
H18 -4.076 -0.186 -2.458  0.28
H19 -3.356 -1.943 2.096  0.43

(Q)
Entry from the Open Molecules 2025 dataset: C10H19N3O4 in the gas phase (wB97M-V/def2-TZVPD).

Results
charge	0
multiplicity	1
HOMO	-9.10	eV
Kohn-Sham gap	9.4	eV

Each line ends with the Mulliken charge.
Element x y z (Å)
C1 -2.089 -1.443 -1.131  -1.33
C2 -3.009 -0.822 -0.108  0.34
C3 -3.486 -1.781 1.025  -1.39
C4 -2.555 0.536 0.243  0.55
N1 -2.737 1.571 -0.635  -0.48
C5 -1.084 0.640 0.686  0.24
O1 -0.771 0.401 1.943  -0.73
N2 -0.161 0.708 -0.238  -0.10
C6 1.266 0.699 0.161  -0.18
C7 1.975 0.076 -1.144  -0.24
C8 3.587 -0.035 -0.652  -0.71
C9 4.227 -1.137 0.163  0.45
N3 3.377 -1.613 1.178  -0.39
O2 5.411 -1.389 0.193  -0.58
C10 1.653 2.175 0.462  0.41
O3 2.568 2.820 -0.101  -0.61
O4 0.630 2.831 1.122  -0.40
H1 -1.022 -1.482 -0.799  0.15
H2 -2.065 -0.735 -2.027  0.22
H3 -2.479 -2.363 -1.394  0.56
H4 -3.947 -0.624 -0.654  0.27
H5 -2.551 -2.339 1.360  0.30
H6 -4.000 -2.661 0.556  0.37
H7 -3.995 -1.337 1.883  0.35
H8 -3.355 0.718 1.167  0.08
H9 -1.899 2.121 -1.007  0.18
H10 -3.451 1.682 -1.310  0.19
H11 -0.373 0.960 -1.224  0.40
H12 1.489 0.202 1.122  -0.15
H13 1.972 0.858 -1.979  0.46
H14 1.498 -0.897 -1.399  0.24
H15 4.190 0.087 -1.640  0.37
H16 3.898 0.987 -0.227  0.24
H17 2.604 -1.103 1.523  0.31
H18 3.899 -2.052 1.983  0.27
H19 0.785 3.740 0.896  0.36

(R)
Entry from the Open Molecules 2025 dataset: C10H19N3O4 in the gas phase (wB97M-V/def2-TZVPD).

Results
charge	0
multiplicity	1
HOMO	-9.29	eV
Kohn-Sham gap	9.7	eV

Each line ends with the Mulliken charge.
Element x y z (Å)
C1 3.360 1.584 0.351  -1.64
C2 3.376 0.126 0.029  1.19
C3 3.553 -0.115 -1.450  -1.51
C4 2.320 -0.768 0.674  -1.20
C5 1.031 -0.153 1.154  0.60
N1 0.245 -1.016 1.927  -0.55
C6 0.171 0.334 -0.074  0.20
O1 0.489 0.311 -1.263  -0.64
N2 -1.073 0.871 0.401  -0.20
C7 -2.170 1.109 -0.500  -0.45
C8 -2.646 -0.163 -1.229  -0.30
C9 -3.054 -1.278 -0.330  0.49
N3 -4.046 -2.042 -0.880  -0.40
O2 -2.666 -1.462 0.840  -0.69
C10 -3.366 1.788 0.241  0.24
O3 -3.851 2.832 -0.168  -0.56
O4 -3.765 1.114 1.409  -0.49
H1 2.507 2.139 0.036  0.35
H2 4.159 2.082 -0.339  0.34
H3 3.569 1.931 1.379  0.33
H4 4.363 -0.133 0.454  0.29
H5 4.515 0.335 -1.816  0.41
H6 3.652 -1.229 -1.602  0.34
H7 2.836 0.264 -2.138  0.26
H8 2.813 -1.261 1.567  0.20
H9 2.083 -1.566 -0.004  0.36
H10 1.428 0.766 1.680  0.22
H11 0.505 -1.155 2.860  0.20
H12 -0.089 -1.779 1.455  0.11
H13 -1.404 0.275 1.170  0.49
H14 -1.840 1.785 -1.260  0.60
H15 -3.315 -0.150 -2.149  0.28
H16 -1.715 -0.734 -1.569  0.33
H17 -4.556 -2.800 -0.407  0.26
H18 -4.099 -2.095 -1.859  0.19
H19 -3.319 0.249 1.411  0.35

Which of them is least stable? Easy: (Q).

(P)
Entry from the Open Molecules 2025 dataset: 11 unconnected molecules or ions with the total composition C4H32N3O10 (wB97M-V/def2-TZVPD).

Results
charge	+1
multiplicity	1
HOMO	-11.20	eV
Kohn-Sham gap	8.8	eV

Each line ends with the Mulliken charge.
Element x y z (Å)
C1 -2.347 1.454 2.383  -0.73
C2 -1.011 0.891 2.007  -0.17
C3 -1.037 -0.620 1.534  0.39
N1 -1.346 -2.475 -0.810  -0.13
C4 -1.614 -1.198 -0.754  0.08
N2 -1.773 -0.439 0.299  -0.06
N3 -3.062 2.165 1.113  -0.17
H1 -2.438 2.133 3.181  0.40
H2 -3.067 0.534 2.597  0.33
H3 -0.444 1.564 1.280  0.11
H4 -0.093 0.993 2.770  0.32
H5 -0.048 -0.958 1.382  -0.91
H6 -1.340 -1.345 2.264  0.37
H7 -1.472 -3.131 -1.504  0.26
H8 -1.268 -2.997 0.165  0.21
H9 -1.619 -0.527 -1.771  -0.11
H10 -3.322 1.481 0.447  0.09
H11 -4.033 2.548 1.309  0.40
H12 -2.312 2.766 0.749  0.35
H13 1.495 -1.874 -1.175  0.35
H14 1.498 -0.875 -0.079  0.36
O1 1.996 -1.716 -0.427  -0.72
H15 3.811 0.001 -1.574  0.26
H16 3.607 1.670 -1.756  0.36
O2 3.235 0.664 -1.889  -0.63
H17 3.579 0.572 2.483  0.29
H18 4.668 1.176 1.647  0.32
O3 3.701 1.293 1.856  -0.65
H19 -0.879 -0.921 -3.943  0.24
H20 -1.249 0.461 -4.799  0.31
O4 -1.141 -0.067 -3.897  -0.58
H21 -3.243 1.293 -2.162  0.31
H22 -4.388 0.740 -1.292  0.35
O5 -3.992 1.583 -1.631  -0.68
H23 1.161 -1.203 4.387  0.29
H24 0.968 -1.634 2.762  0.37
O6 1.350 -0.913 3.462  -0.62
H25 1.015 -4.263 -2.468  0.26
H26 0.181 -3.039 -2.922  0.28
O7 0.755 -3.394 -2.185  -0.59
H27 3.690 3.642 -0.194  0.30
H28 3.339 2.341 0.547  0.39
O8 3.632 2.715 -0.361  -0.65
H29 0.747 3.509 -2.559  0.26
H30 1.285 2.611 -1.489  0.31
O9 0.606 3.086 -1.763  -0.57
H31 1.108 -2.802 0.408  0.48
H32 0.572 -4.226 1.217  0.24
O10 0.541 -3.269 1.153  -0.64

(Q)
Entry from the Open Molecules 2025 dataset: 11 unconnected molecules or ions with the total composition C4H32N3O10 (wB97M-V/def2-TZVPD).

Results
charge	+1
multiplicity	1
HOMO	-10.50	eV
Kohn-Sham gap	8.0	eV

Each line ends with the Mulliken charge.
Element x y z (Å)
C1 1.031 2.140 -3.244  -0.69
C2 -0.177 2.131 -2.334  -0.86
C3 -0.445 1.090 -1.299  0.60
C4 -1.682 0.891 -0.786  -0.48
N1 -2.037 -0.132 0.049  -0.34
N2 0.615 0.126 -1.038  -0.24
N3 2.224 1.525 -2.637  -0.41
H1 1.204 3.140 -3.629  0.36
H2 0.881 1.571 -4.229  0.33
H3 -1.008 2.141 -3.121  0.29
H4 -0.479 3.132 -1.902  0.38
H5 -2.452 1.645 -0.990  0.37
H6 -1.350 -0.821 0.321  0.20
H7 -2.760 -0.066 0.771  0.19
H8 0.752 -0.058 -0.038  -0.14
H9 1.685 0.653 -1.936  0.48
H10 0.587 -0.861 -1.296  0.33
H11 2.887 1.133 -3.307  0.35
H12 2.699 1.943 -1.826  0.38
H13 -0.926 -1.158 3.021  0.34
H14 -0.647 0.260 2.439  0.43
O1 -0.912 -0.216 3.234  -0.61
H15 0.936 -2.575 1.659  0.30
H16 1.176 -1.101 1.349  0.24
O2 0.713 -1.893 1.017  -0.59
H17 1.880 1.635 1.357  0.23
H18 0.924 1.124 2.532  0.35
O3 1.357 0.903 1.701  -0.63
H19 1.600 2.928 4.753  0.32
H20 2.317 1.716 4.361  0.31
O4 2.003 2.539 3.961  -0.64
H21 4.133 0.018 -1.373  0.31
H22 5.281 1.090 -1.166  0.29
O5 4.404 0.928 -1.530  -0.59
H23 -4.192 -0.545 2.813  0.30
H24 -4.719 -1.921 2.563  0.30
O6 -4.169 -1.242 2.137  -0.65
H25 -1.810 -3.138 3.323  0.31
H26 -0.730 -3.946 2.737  0.32
O7 -0.828 -3.115 3.231  -0.66
H27 -1.300 -4.494 -3.212  0.30
H28 -0.618 -3.910 -1.973  0.31
O8 -0.825 -3.720 -2.893  -0.62
H29 -2.135 0.910 3.104  0.32
H30 -2.651 2.070 4.009  0.28
O9 -2.935 1.420 3.363  -0.68
H31 0.311 -2.374 -3.998  0.35
H32 -0.189 -1.856 -5.403  0.29
O10 0.375 -1.658 -4.645  -0.61

Which of them is least stable? Easy: (P).

(P)
Entry from the Open Molecules 2025 dataset: C4H4N2OS in the gas phase (wB97M-V/def2-TZVPD).

Results
charge	0
multiplicity	1
HOMO	-9.69	eV
Kohn-Sham gap	9.7	eV

Each line ends with the Mulliken charge.
Element x y z (Å)
O1 -1.075 -2.089 1.415  -0.48
C1 -0.977 -0.909 1.057  0.63
S1 -1.888 0.479 1.728  -0.28
N1 -0.325 -0.448 -0.147  0.74
C2 0.194 1.023 -0.179  -0.28
C3 1.020 0.995 -1.171  -0.62
C4 1.319 -0.437 -1.513  -0.17
N2 0.408 -1.134 -0.878  -0.97
H1 -1.948 -0.352 3.139  0.21
H2 -0.089 1.912 0.403  0.35
H3 1.426 1.823 -1.538  0.49
H4 1.935 -0.862 -2.316  0.39

(Q)
Entry from the Open Molecules 2025 dataset: C4H4N2OS in the gas phase (wB97M-V/def2-TZVPD).

Results
charge	0
multiplicity	1
HOMO	-8.69	eV
Kohn-Sham gap	8.2	eV

Each line ends with the Mulliken charge.
Element x y z (Å)
N1 0.025 3.246 0.065  -0.52
C1 -0.356 2.092 -0.119  0.03
C2 -0.217 0.658 -0.274  0.35
C3 1.105 0.242 -0.116  -0.07
N2 1.564 -0.991 0.143  -0.50
C4 -1.442 -0.104 -0.203  0.28
O1 -1.086 -1.365 -0.141  -0.56
S1 -2.988 0.352 0.125  -0.30
H1 1.796 1.165 -0.077  0.31
H2 2.511 -1.260 0.834  0.30
H3 0.991 -1.921 0.072  0.29
H4 -1.904 -2.115 -0.308  0.39

Which of them is least stable? Easy: (P).

(P)
Entry from the Open Molecules 2025 dataset: C4H4N2OS in the gas phase (wB97M-V/def2-TZVPD).

Results
charge	0
multiplicity	1
HOMO (alpha / beta)	-8.31 / -8.30	eV
Kohn-Sham gap (alpha / beta)	5.7 / 5.7	eV

Each line ends with the Mulliken charge.
Element x y z (Å)
C1 0.660 -1.688 -0.004  -0.11
C2 -0.581 -0.891 0.002  0.59
C3 2.287 0.009 0.009  0.66
C4 -1.322 1.369 0.015  -0.81
N1 1.831 -1.129 0.000  -0.31
N2 -0.283 0.411 -0.006  -0.37
O1 -1.689 -1.422 0.002  -0.71
S1 3.256 1.214 -0.004  -0.22
H1 0.617 -2.766 -0.030  0.45
H2 -0.912 2.301 0.408  0.26
H3 -1.688 1.552 -1.005  0.27
H4 -2.176 1.038 0.614  0.30

(Q)
Entry from the Open Molecules 2025 dataset: C4H4N2OS in the gas phase (wB97M-V/def2-TZVPD).

Results
charge	0
multiplicity	1
HOMO	-9.51	eV
Kohn-Sham gap	9.4	eV

Each line ends with the Mulliken charge.
Element x y z (Å)
H1 -3.488 -0.830 0.164  0.21
N1 -2.500 -1.231 0.214  -0.63
C1 -1.633 -0.356 0.007  0.55
N2 -1.747 0.989 -0.071  -0.32
S1 0.031 -1.108 -0.117  -0.15
C2 1.169 0.268 0.065  0.39
O1 0.884 1.434 0.086  -0.58
C3 2.552 -0.213 0.077  -0.65
C4 3.628 -0.737 0.042  0.37
H2 -2.648 1.352 -0.230  0.18
H3 -0.907 1.509 -0.181  0.22
H4 4.658 -1.076 -0.057  0.41

(R)
Entry from the Open Molecules 2025 dataset: C4H4N2OS in the gas phase (wB97M-V/def2-TZVPD).

Results
charge	0
multiplicity	1
HOMO	-9.09	eV
Kohn-Sham gap	8.1	eV

Each line ends with the Mulliken charge.
Element x y z (Å)
C1 1.413 -1.716 0.613  -1.29
C2 0.600 -0.686 -0.182  0.66
C3 0.641 -0.638 -1.518  -0.41
N1 0.143 0.449 -2.214  -0.23
N2 -0.428 1.398 -1.698  -0.05
O1 -0.611 1.354 -0.215  -0.22
C4 -0.372 0.228 0.474  0.33
S1 -0.794 0.020 2.032  -0.29
H1 1.844 -1.241 1.472  0.37
H2 2.226 -2.087 -0.039  0.37
H3 0.695 -2.472 0.967  0.33
H4 1.119 -1.408 -2.120  0.43

Which of them is least stable? Easy: (P).

(P)
Entry from the Open Molecules 2025 dataset: C9H8N2O in the gas phase (wB97M-V/def2-TZVPD).

Results
charge	0
multiplicity	1
HOMO	-7.91	eV
Kohn-Sham gap	7.9	eV

Each line ends with the Mulliken charge.
Element x y z (Å)
N1 -3.293 -0.829 -0.311  -0.57
C1 -2.074 -0.374 -0.112  0.52
C2 -1.793 1.035 0.178  -0.27
C3 -0.623 1.885 0.181  -0.93
C4 0.439 0.950 -0.034  0.69
C5 1.783 1.330 -0.089  -0.65
C6 2.798 0.493 -0.159  -0.26
C7 2.630 -0.849 -0.101  -0.71
C8 1.359 -1.253 -0.090  0.79
O1 1.076 -2.499 0.283  -0.66
C9 0.240 -0.431 -0.150  0.18
N2 -1.084 -1.249 -0.100  -0.67
H1 -4.060 -0.282 0.415  0.31
H2 -3.495 -1.838 -0.343  0.28
H3 -2.668 1.694 0.246  0.21
H4 -0.586 2.921 0.222  0.48
H5 2.120 2.379 -0.206  0.23
H6 3.690 1.122 -0.168  0.29
H7 3.497 -1.631 -0.220  0.26
H8 0.043 -2.574 0.557  0.48

(Q)
Entry from the Open Molecules 2025 dataset: C9H8N2O in the gas phase (wB97M-V/def2-TZVPD).

Results
charge	0
multiplicity	1
HOMO	-7.98	eV
Kohn-Sham gap	8.4	eV

Each line ends with the Mulliken charge.
Element x y z (Å)
O1 2.443 -0.447 2.545  -0.53
C1 1.776 -0.796 1.625  0.51
C2 1.566 -1.806 0.654  -1.08
C3 0.465 -0.404 1.032  0.52
C4 -0.864 -0.681 1.806  -0.49
N1 -1.847 -0.065 0.917  -0.33
C5 -1.219 0.689 -0.055  0.00
N2 -1.895 1.356 -0.987  -0.66
C6 -1.120 1.856 -1.998  -0.17
C7 0.264 1.724 -2.053  -0.41
C8 0.945 1.057 -1.012  -0.34
C9 0.175 0.515 0.008  0.50
H1 2.091 -1.757 -0.257  0.29
H2 1.189 -2.652 0.983  0.36
H3 -1.002 -1.736 1.737  0.36
H4 -0.751 -0.120 2.733  0.32
H5 -2.587 0.337 1.498  0.31
H6 -1.516 2.453 -2.889  0.26
H7 0.786 2.228 -2.940  0.27
H8 2.098 0.859 -1.044  0.30

Which of them is least stable? Easy: (Q).